No. 1
DFT (the ωB97M-V functional and the def2-TZVPD basis) results for a molecular structure, C26H62Ba2CuN4O14.

```
109
C26H62Ba2CuN4O14, DFT the ωB97M-V functional and the def2-TZVPD basis
Ba -21.396 7.049 10.395
Ba -18.870 3.794 12.593
Cu -21.011 2.381 15.615
O -19.663 8.606 8.741
O -24.234 6.108 9.442
O -21.510 3.106 13.178
O -19.352 1.541 11.141
O -23.455 3.220 11.884
O -16.561 5.295 12.563
O -25.260 6.435 12.265
O -20.860 0.741 17.198
O -23.248 7.354 12.693
O -25.831 2.832 15.715
O -21.714 4.565 11.648
O -22.339 -3.513 5.802
O -25.278 0.390 10.357
O -25.085 8.559 12.987
N -16.888 3.214 10.769
N -24.210 -1.285 8.077
N -22.426 8.269 8.022
N -23.215 2.225 16.455
C -23.434 7.340 7.486
C -24.292 4.821 8.854
C -24.425 0.807 9.306
C -20.296 9.434 7.764
C -22.137 0.440 17.787
C -18.457 9.076 9.357
C -18.208 1.187 10.355
C -24.786 3.681 15.322
C -24.541 7.548 12.634
C -21.317 8.545 7.113
C -19.970 -0.376 17.153
C -23.131 -2.393 6.144
C -16.861 1.747 10.735
C -23.368 -2.410 7.652
C -22.924 1.719 17.794
C -24.633 0.073 11.564
C -15.501 3.687 11.033
C -23.483 -0.349 8.923
C -16.263 6.464 13.345
C -21.976 -3.574 4.436
C -20.522 0.774 10.876
C -15.483 5.073 11.632
C -22.221 3.561 12.246
C -26.813 2.659 14.723
C -24.542 7.150 8.519
C -23.714 3.610 16.391
H -14.549 5.244 12.169
H -22.640 -0.311 17.172
H -19.843 -0.811 18.147
H -22.857 -3.479 3.805
H -15.543 5.810 10.823
H -16.491 1.345 11.687
H -23.860 -3.344 7.927
H -23.576 3.906 11.203
H -20.808 0.868 9.823
H -18.494 10.140 9.589
H -27.324 3.548 14.342
H -23.968 0.857 11.940
H -17.677 9.030 8.585
H -27.631 2.057 15.124
H -23.629 1.552 15.827
H -25.187 4.291 9.182
H -22.979 -0.911 9.728
H -20.809 7.589 6.935
H -21.145 -2.913 4.156
H -25.143 4.706 15.171
H -22.351 -2.452 8.063
H -24.696 8.148 8.933
H -17.255 3.518 9.868
H -24.292 4.851 7.761
H -18.184 8.370 10.137
H -21.598 8.905 6.118
H -24.989 -1.706 8.565
H -15.979 7.325 12.741
H -25.139 0.996 8.505
H -24.132 -0.895 11.555
H -24.402 3.339 14.345
H -20.322 -0.299 10.971
H -16.033 1.460 10.076
H -25.410 0.118 12.332
H -24.204 3.879 17.330
H -19.566 9.760 7.018
H -25.498 6.851 8.081
H -17.168 6.795 13.865
H -22.423 2.508 18.361
H -24.547 5.797 12.157
H -22.544 -1.495 5.913
H -24.085 -2.500 5.622
H -18.392 1.498 9.314
H -23.395 4.219 9.048
H -20.729 10.350 8.185
H -26.386 2.056 13.908
H -21.372 1.017 11.505
H -23.800 1.716 9.339
H -19.013 0.053 16.860
H -22.918 4.337 16.227
H -22.650 9.137 8.493
H -15.548 6.193 14.121
H -21.468 -4.539 4.370
H -22.931 6.412 7.200
H -23.857 7.720 6.549
H -20.287 -1.176 16.483
H -22.601 0.024 8.384
H -15.162 3.021 11.831
H -14.866 3.527 10.162
H -23.854 1.586 18.363
H -21.933 0.159 18.821
H -18.250 0.094 10.328
```

The HOMO energy comes out at -13.94 eV. The charge is +3. Its LUMO energy is -0.3389 hartree.



No. 2
DFT (the ωB97M-V functional and the def2-TZVPD basis) results for a molecular structure, C26H62BaN4O14.

```
107
C26H62BaN4O14, DFT the ωB97M-V functional and the def2-TZVPD basis
Ba 5.229 17.724 22.369
O 1.568 22.909 28.331
O 4.218 15.018 23.289
O 5.115 20.443 22.991
O 2.998 16.704 23.711
O 3.163 10.181 23.843
O 6.809 13.700 22.858
O -1.490 12.599 24.893
O 4.050 13.433 19.536
O 8.747 14.100 21.898
O 7.255 15.659 22.137
O 2.684 18.765 20.882
O 2.181 14.716 24.111
O 6.679 16.592 27.539
O 0.832 17.839 26.307
N 0.028 20.930 27.173
N 4.283 16.110 20.246
N 0.702 11.006 25.993
N 5.284 18.684 25.272
C -1.463 11.137 24.775
C 3.374 16.941 19.487
C 1.458 20.806 27.168
C 7.534 17.712 27.602
C 5.364 21.588 22.071
C 4.851 14.204 18.552
C 4.487 10.074 23.432
C 0.902 16.766 27.170
C -0.437 18.534 26.261
C 2.980 11.218 24.849
C 3.520 12.233 18.952
C 2.128 10.699 26.074
C 5.238 15.501 19.299
C -1.127 13.432 23.718
C 5.732 16.577 26.506
C 4.377 19.777 25.217
C 3.200 15.489 23.804
C -0.023 10.646 24.768
C 7.589 14.503 22.215
C 1.664 24.311 28.195
C 5.048 20.862 24.316
C 4.819 17.907 26.417
C 1.661 19.614 21.380
C 2.345 17.459 20.522
C -0.639 19.614 27.429
C 2.043 22.149 27.160
H -1.699 19.867 27.457
H 7.755 17.657 28.667
H 6.192 19.093 25.440
H 5.838 14.953 20.025
H 2.912 11.664 19.655
H 2.482 12.084 24.413
H 1.897 20.141 26.424
H 2.657 24.648 27.898
H 1.920 22.562 26.158
H 2.227 9.676 26.437
H 6.250 22.189 22.275
H 0.161 9.575 24.687
H 0.566 17.053 28.167
H 4.243 20.194 26.215
H -0.270 13.004 23.197
H 5.872 16.305 18.926
H 4.362 11.667 18.554
H 4.406 22.104 22.001
H 5.566 21.322 21.033
H 7.116 18.707 27.448
H 2.737 16.422 18.770
H 0.441 11.980 26.047
H -0.870 14.459 23.976
H 3.915 11.606 25.252
H 3.773 15.367 20.702
H 3.817 17.516 26.237
H 1.426 17.552 19.943
H 0.976 24.685 27.437
H 1.601 19.532 22.466
H -2.010 10.898 23.862
H 6.117 16.374 25.506
H 8.434 17.662 26.990
H 1.954 16.490 27.243
H 4.518 21.809 24.413
H 3.462 19.454 24.720
H 4.034 17.689 19.048
H 4.740 9.332 22.674
H 5.960 14.106 23.048
H 2.718 11.216 26.830
H 5.735 13.655 18.227
H 1.732 20.338 28.113
H 0.256 11.020 23.783
H 1.743 20.673 21.138
H 0.362 15.946 26.697
H 5.153 9.920 24.281
H 1.763 15.545 24.354
H -0.525 18.970 25.266
H -0.472 19.134 28.393
H -1.991 10.764 25.652
H 4.961 18.460 27.346
H 4.145 14.426 17.751
H 6.082 20.920 24.656
H 3.123 22.006 27.201
H -0.415 21.658 27.716
H 1.327 24.758 29.131
H 2.080 16.810 21.356
H 2.781 12.309 18.154
H 5.137 15.750 26.893
H 0.728 19.171 21.034
H 4.822 11.030 23.030
H -1.335 17.920 26.312
H -1.920 13.312 22.980
```

As for the energy relative to the best compared isomer or geometry (same formula, charge and spin): 0.0 kJ/mol. The HOMO energy comes out at -6.71 eV. Its LUMO energy is -0.0211 hartree.



No. 3
DFT (the ωB97M-V functional and the def2-TZVPD basis) results for 5 unconnected molecules or ions with the total composition C26H62ClN6O7P2.

```
104
C26H62ClN6O7P2, DFT the ωB97M-V functional and the def2-TZVPD basis
Cl 1.294 -6.748 1.954
P 1.471 -6.304 -0.008
P -1.484 -5.781 0.627
O -1.237 -0.573 0.546
O 2.799 -5.365 0.072
O -5.126 -3.903 -2.583
O -2.757 0.949 0.221
O 4.808 5.705 6.925
O -0.229 4.595 -0.924
O 2.913 -0.619 -2.056
N -1.230 3.723 1.656
N -3.617 -1.493 -3.044
N -0.597 -3.400 -1.650
N -1.997 0.329 -0.367
N 3.961 5.355 4.179
N 1.174 -0.428 -4.368
C 3.467 5.386 6.622
C -1.544 -1.921 0.236
C 0.171 5.952 -1.003
C -0.343 -2.575 -0.456
C 1.764 0.776 -3.769
C 0.556 3.778 -0.084
C 0.521 -3.572 0.361
C 2.903 1.265 -4.657
C 5.041 7.040 7.336
C -4.244 -3.815 -3.679
C 0.719 5.116 2.095
C 0.089 -4.979 -0.139
C 0.732 -3.333 1.823
C 2.741 7.275 5.045
C -0.341 -4.665 -1.480
C 2.161 0.558 -2.304
C -3.941 -2.390 -4.160
C -3.671 -4.197 1.390
C -1.680 -7.285 -0.421
C 4.304 -0.511 -2.321
C -6.509 -3.820 -2.901
C -2.995 -4.822 0.160
C -5.048 -1.756 -4.992
C 0.209 3.855 1.409
C 3.012 5.784 5.212
C 1.881 -2.881 2.274
H 5.225 7.700 6.486
H 2.069 5.260 5.032
H 2.166 7.450 4.135
H -0.105 -3.501 2.492
H -0.161 6.334 -1.967
H 4.057 4.344 4.214
H 1.504 -3.438 -0.097
H -4.292 -3.354 1.089
H -2.160 -7.035 -1.369
H 3.406 4.297 6.701
H 0.993 1.551 -3.767
H -4.316 -4.922 1.880
H -3.304 -4.254 -3.315
H 1.259 6.051 -0.940
H -2.828 -4.097 -0.638
H -3.054 -2.467 -4.799
H 0.697 4.989 3.176
H -3.684 -5.556 -0.262
H 4.537 -0.756 -3.359
H 2.794 5.803 7.383
H 2.641 -2.552 1.576
H 0.704 3.000 1.883
H -4.384 -1.534 -2.377
H -2.823 -1.869 -2.533
H 3.472 2.058 -4.169
H 3.072 -5.116 -0.823
H -4.664 -0.885 -5.520
H -0.292 6.556 -0.220
H -0.724 -7.752 -0.651
H 2.105 -2.837 3.330
H -6.858 -2.786 -2.908
H 1.822 -1.198 -4.221
H 3.664 7.847 4.958
H -0.475 -5.391 -2.274
H 3.590 0.459 -4.916
H 1.624 3.978 -0.247
H 4.816 -1.230 -1.681
H -4.589 -4.447 -4.507
H 4.202 7.428 7.921
H 0.327 -1.748 -0.691
H -2.956 -3.837 2.129
H 4.676 0.490 -2.091
H 2.505 1.660 -5.589
H 0.364 2.753 -0.422
H -2.468 -1.997 -0.343
H -5.877 -1.417 -4.371
H 0.337 -0.681 -3.849
H 1.748 5.340 1.807
H -6.723 -4.285 -3.866
H -1.547 2.833 1.284
H 4.880 5.702 4.440
H 2.679 1.436 -1.900
H 1.239 0.439 -1.724
H -5.438 -2.456 -5.732
H -1.708 4.414 1.083
H 0.100 5.983 1.862
H -7.053 -4.356 -2.125
H -0.943 -3.022 -2.522
H 5.932 7.036 7.962
H 2.169 7.671 5.886
H -1.732 -2.408 1.191
H -2.318 -7.988 0.110
```

As for the energy relative to the best compared isomer or geometry (same formula, charge and spin): 0.0 kJ/mol. The HOMO energy comes out at -10.44 eV. The charge is +1. Its LUMO energy is -0.1447 hartree.



No. 4
DFT (the ωB97M-V functional and the def2-TZVPD basis) results for 6 unconnected molecules or ions with the total composition C26H62N2O10.

```
100
C26H62N2O10, DFT the ωB97M-V functional and the def2-TZVPD basis
O -14.962 4.631 1.317
O -19.619 13.561 4.021
O -20.185 8.956 4.488
O -20.158 5.554 2.989
O -22.105 10.703 1.801
O -18.834 8.280 8.415
O -20.273 5.912 7.743
O -19.803 11.902 6.190
O -22.603 10.386 -0.832
O -19.595 11.083 2.417
N -20.846 4.300 2.692
N -14.652 5.891 1.873
C -20.927 13.303 4.465
C -19.893 4.368 0.518
C -22.474 2.711 3.472
C -14.756 6.932 -0.458
C -16.681 6.919 1.147
C -15.130 7.019 1.053
C -20.899 3.923 5.024
C -22.860 5.245 4.167
C -12.945 7.246 2.963
C -21.849 2.871 1.034
C -21.782 4.064 3.799
C -13.288 5.861 2.479
C -20.294 7.132 6.977
C -13.402 4.981 3.743
C -19.589 8.684 3.211
C -13.226 8.416 2.017
C -18.794 9.881 2.582
C -21.985 5.525 0.859
C -22.364 9.234 -0.025
C -20.148 8.321 7.802
C -22.854 9.575 1.399
C -22.992 2.667 1.995
C -21.189 4.246 1.318
C -20.982 11.986 5.243
C -14.682 8.358 1.549
C -12.326 5.334 1.386
H -22.680 8.788 2.086
H -13.481 3.954 3.396
H -21.757 1.889 3.617
H -13.752 7.215 -0.711
H -12.856 9.332 2.454
H -20.947 11.080 4.609
H -23.722 3.491 1.975
H -18.905 8.395 9.385
H -19.419 5.232 3.525
H -14.350 5.186 4.285
H -20.280 9.273 7.226
H -22.118 10.383 -1.667
H -15.034 5.919 -0.792
H -22.659 5.848 1.676
H -21.706 13.279 3.659
H -18.928 7.869 3.356
H -16.999 6.778 2.179
H -19.251 12.634 5.941
H -21.055 2.109 1.190
H -17.129 7.763 0.581
H -18.032 10.244 3.323
H -22.867 8.376 -0.437
H -16.913 6.045 0.480
H -15.853 4.501 1.710
H -23.546 4.974 4.987
H -23.952 9.732 1.393
H -20.099 3.192 4.773
H -20.451 4.879 5.265
H -19.466 7.111 6.236
H -15.339 7.654 -1.020
H -13.545 7.509 3.888
H -21.319 9.025 -0.128
H -21.284 6.379 0.746
H -20.106 4.332 -0.528
H -12.280 6.116 0.618
H -21.874 11.976 5.893
H -11.850 7.185 3.315
H -22.271 11.422 1.124
H -22.532 5.429 -0.093
H -21.477 3.686 5.917
H -19.389 9.182 5.063
H -12.466 5.116 4.315
H -20.855 8.331 8.633
H -19.501 5.968 8.372
H -22.212 6.016 4.558
H -22.215 2.909 -0.012
H -19.390 5.331 0.677
H -19.425 13.101 3.184
H -12.717 4.471 0.904
H -11.336 5.094 1.745
H -20.418 8.357 2.597
H -20.511 10.822 2.141
H -19.156 3.616 0.851
H -23.290 2.668 4.164
H -23.465 5.522 3.336
H -12.533 8.212 1.195
H -18.220 9.590 1.673
H -21.240 7.082 6.389
H -15.344 8.601 2.437
H -23.530 1.711 1.854
H -21.175 14.163 5.121
H -14.980 9.115 0.827
```

As for the energy relative to the best compared isomer or geometry (same formula, charge and spin): 139.6 kJ/mol. Its SMILES is CC1(C)CCCC(C)(C)N1O.CC1(C)CCCC(C)(C)N1O.OCCO.OCCO.OCCO.OCCO. The HOMO energy comes out at -8.25 eV. Its LUMO energy is 0.0123 hartree.



| no. | orbital gap (eV) |
| --- | --- |
| 1 | 4.71 |
| 2 | 6.14 |
| 3 | 6.50 |
| 4 | 8.58 |